DFT (wB97M-V/def2-TZVPD) results for 6 unconnected molecules or ions with the total composition C21H49N6O10P2 in a non-equilibrium geometry.

Calculated values
gap between HOMO and LUMO = 6.322 eV
HOMO = -0.410 Ha
largest force on an atom = 4.8 eV Å⁻¹

The geometry in ORCA input format:
```
! wB97M-V def2-TZVPD RIJCOSX def2/J DEFGRID3
* xyz 1 1
P -1.196 -2.626 1.762
P -1.839 1.316 0.306
O -0.043 -5.593 -4.586
O 0.308 0.367 -4.142
O -2.805 -2.896 2.044
O -4.338 1.497 4.734
O -0.957 -2.879 0.101
O -1.846 4.743 -2.708
O 5.140 2.327 -1.284
O -0.288 -3.621 2.449
O -1.929 -5.625 7.554
O -3.117 0.181 0.437
N -0.577 -4.586 -2.651
N 0.576 -0.305 -6.269
N -3.987 5.259 -3.146
N -1.233 -6.043 5.460
N 7.110 1.751 -2.195
N 0.359 -0.402 1.436
C 1.209 1.616 0.411
C 0.323 -5.026 -3.575
C 3.483 0.585 1.325
C -3.443 1.571 3.614
C -2.710 2.947 -0.101
C 6.358 2.290 -1.203
C -2.829 4.600 -3.414
C -2.764 0.145 3.490
C -0.933 1.483 1.962
C 7.115 2.827 -0.018
C 2.791 1.624 0.372
C -0.687 -0.856 2.073
C 0.592 1.051 1.759
C -1.294 0.271 2.959
C 1.772 -4.766 -3.262
C -1.712 -5.218 6.430
C 0.011 -0.406 -5.039
C -0.987 -1.516 -4.856
C -1.949 -3.789 6.018
C 3.246 3.115 0.791
C -2.844 3.699 -4.619
H -1.987 3.629 -0.602
H 6.896 3.890 0.091
H -2.697 2.378 3.839
H -1.120 -2.101 -5.767
H 4.588 0.772 1.239
H 2.301 -5.718 -3.213
H -1.040 -5.744 4.521
H -0.650 0.518 3.839
H 3.250 0.732 2.412
H -3.299 -0.207 -0.426
H -2.619 2.680 -4.304
H 0.359 -0.921 -7.032
H -1.071 2.506 2.396
H 2.202 -4.153 -4.054
H -4.051 1.803 2.706
H -1.552 -4.749 -2.839
H 3.349 -0.486 1.007
H -1.334 -3.135 6.636
H -4.901 2.279 4.757
H 1.247 0.430 -6.415
H -3.001 -3.547 6.165
H 1.898 -4.247 -2.311
H -1.694 -3.623 4.970
H -1.065 -7.004 5.709
H -3.193 3.369 0.814
H 1.205 1.139 2.690
H -3.167 -3.251 1.213
H -1.949 -1.088 -4.575
H -3.408 -0.461 2.814
H 6.627 1.385 -2.999
H 0.854 0.951 -0.413
H 8.112 1.701 -2.169
H -0.941 -1.980 -0.284
H -0.319 -4.113 -1.804
H -0.637 -2.180 -4.066
H -4.818 5.170 -3.702
H 0.938 -0.962 0.803
H 0.764 2.636 0.264
H 8.192 2.703 -0.131
H 6.795 2.297 0.880
H -2.776 -0.264 4.534
H 2.362 3.536 1.342
H 4.145 3.027 1.442
H -4.002 5.869 -2.345
H -3.812 3.704 -5.121
H 3.461 3.672 -0.147
H -3.545 2.650 -0.790
H 3.102 1.360 -0.666
H -2.084 4.037 -5.324
*
```

Table of Mulliken atomic charges, one value per atom, all in e: 0.74 0.15 -0.63 -0.62 -0.48 -0.54 -0.32 -0.64 -0.59 -0.65 -0.62 -0.53 -0.25 -0.38 -0.40 -0.32 -0.42 0.18 -1.96 0.64 -1.45 -0.42 -1.08 0.64 0.72 -0.65 -0.33 -0.83 0.88 -0.53 0.30 0.06 -0.90 0.40 0.57 -0.48 -0.23 -1.28 -0.83 0.35 0.25 0.22 0.36 0.34 0.30 0.18 0.49 0.27 0.34 0.13 0.18 0.68 0.25 0.22 0.19 0.27 0.29 0.35 0.24 0.29 0.27 -0.20 0.22 0.39 0.34 0.31 0.23 0.18 0.23 0.62 0.18 0.33 0.11 -0.07 0.18 0.48 0.45 0.36 0.19 0.55 0.47 0.27 0.23 0.36 0.17 0.34 0.41 0.27